Here is C33H35BaN2O2PSeSi as an isolated structure from the OMol25 dataset. Energies are from ωB97M-V/def2-TZVPD.

The geometry in XYZ format:
```
76
Properties=species:S:1:pos:R:3:forces:R:3
Ba -0.57368 -0.30594 0.93163 0.30 -0.06 -0.10
O 2.42728 -0.69549 0.29083 -0.09 -0.02 0.05
C 1.98928 0.45490 0.43595 -0.04 0.12 0.04
C 2.95251 1.60623 0.56310 0.01 -0.03 -0.01
C 4.32597 1.48567 0.73333 0.01 0.01 -0.01
C 5.10295 2.61885 0.91845 -0.05 0.07 0.00
C 4.50105 3.87477 0.92822 0.04 -0.09 0.00
C 3.12943 4.00237 0.74954 -0.03 0.07 -0.01
C 2.34788 2.86660 0.57253 -0.08 -0.03 -0.03
P 0.52107 2.86260 0.31886 0.10 0.04 0.04
C 0.13695 4.65902 0.35942 0.04 0.00 0.01
C -0.27350 5.19426 1.57940 0.00 0.00 -0.01
C -0.56682 6.54483 1.70261 0.00 0.00 0.00
C -0.46719 7.37698 0.59691 0.01 -0.01 -0.01
C -0.07201 6.85335 -0.62674 0.00 0.00 0.01
C 0.23096 5.50437 -0.74461 -0.01 0.00 0.01
C 0.38378 2.50799 -1.47327 -0.01 -0.03 0.04
C -0.88493 2.21482 -1.96935 0.01 0.00 0.00
C -1.07109 1.91314 -3.31103 0.02 0.00 -0.02
C 0.01385 1.91202 -4.17473 -0.01 0.00 0.02
C 1.28293 2.20566 -3.69078 0.00 0.00 0.01
C 1.46930 2.49649 -2.34771 0.02 0.00 -0.04
H 4.76437 0.49446 0.72066 0.00 0.00 0.00
H 6.17373 2.53312 1.05623 0.00 0.00 0.00
H 5.10490 4.76167 1.07446 0.01 0.00 0.00
H 2.67592 4.98654 0.75091 0.01 -0.02 0.00
H -0.36797 4.54223 2.44132 0.00 0.00 0.01
H -0.88249 6.94490 2.65772 0.00 0.00 0.00
H -0.70372 8.42947 0.68622 0.00 0.00 0.00
H 0.00048 7.49775 -1.49375 0.00 0.00 0.00
H 0.53713 5.10515 -1.70369 0.00 0.00 0.00
H -1.74227 2.19897 -1.30624 0.00 0.00 0.00
H -2.06203 1.66261 -3.66670 0.00 0.00 0.00
H -0.12485 1.67306 -5.22147 0.00 0.00 0.00
H 2.13333 2.20028 -4.36099 0.00 0.00 0.00
H 2.46483 2.70952 -1.97841 0.00 0.00 0.00
C -5.64084 0.09496 1.57466 -0.06 -0.04 -0.08
Si -4.13336 0.87354 0.77880 0.00 0.08 0.04
C -4.62112 2.52565 0.03526 -0.03 -0.03 -0.10
C -2.99478 1.34262 2.24187 0.00 0.02 -0.03
Se -3.19273 -0.47505 -0.73358 -0.18 0.02 0.04
H -6.12715 0.77902 2.27487 0.01 0.01 0.01
H -5.37174 -0.81864 2.10842 0.00 0.00 0.00
H -6.36347 -0.17760 0.80238 -0.01 0.00 0.03
H -5.12745 3.16413 0.76376 0.01 0.00 0.02
H -5.29430 2.36700 -0.81019 0.01 0.03 0.01
H -3.74480 3.06158 -0.33857 -0.02 0.01 0.02
H -3.55566 1.97570 2.93552 -0.07 -0.04 -0.04
H -2.13434 1.95220 1.93769 0.06 -0.10 0.02
H -2.67604 0.47525 2.83272 0.06 0.01 0.02
C 0.49293 -6.59615 -1.60368 0.02 0.01 -0.04
N -0.32215 -5.92632 -0.59639 0.05 -0.05 0.03
N 0.26396 -4.84094 0.04868 0.05 -0.02 -0.02
C -0.69364 -3.89069 0.31351 0.12 0.05 0.06
O -0.46579 -2.88145 1.00086 -0.04 0.04 0.07
C -1.89549 -4.35567 -0.30720 -0.11 -0.03 -0.08
C -1.61776 -5.55910 -0.86707 -0.05 -0.01 -0.01
C -2.47819 -6.43117 -1.71139 0.00 0.00 0.01
C 1.49507 -4.98846 0.74723 -0.04 -0.02 0.00
C 1.79457 -6.18403 1.38871 -0.04 -0.03 0.01
C 2.99752 -6.30925 2.06561 0.03 0.03 0.00
C 3.88239 -5.23996 2.11894 -0.02 -0.02 -0.01
C 3.56403 -4.04803 1.48392 -0.01 0.01 -0.01
C 2.37366 -3.91674 0.78333 0.04 0.06 -0.02
H 1.51456 -6.65983 -1.24031 -0.01 -0.03 0.02
H 0.48718 -6.05762 -2.55513 0.01 0.03 0.02
H 0.11746 -7.60596 -1.75036 -0.03 0.01 -0.01
H -2.82826 -3.81653 -0.31338 0.01 0.01 0.01
H -3.49018 -6.03553 -1.73269 0.00 0.00 0.00
H -2.50613 -7.45029 -1.32455 0.00 0.00 0.00
H -2.10529 -6.47002 -2.73681 -0.01 0.00 0.00
H 1.08524 -7.00150 1.36227 0.00 0.00 0.00
H 3.23662 -7.23999 2.56295 0.00 0.00 0.00
H 4.81761 -5.33731 2.65441 0.00 0.00 0.00
H 4.24363 -3.20686 1.51782 0.00 0.00 0.00
H 2.13693 -2.98423 0.28819 0.00 -0.01 0.01
```
Forces are in eV/Å.

Computed properties:
**LUMO level**: 0.156 eV
**2S+1**: 1
**HOMO energy**: -6.43 eV
**Calculated total energy**: -125073.1801 eV
**Maximum force**: 0.32 eV Å⁻¹
**Relative energy (zero: lowest compared OMol25 entry of this formula, charge and spin)**: 3.1 kcal per mole

For reference, the Mulliken charges in units of e are: number 1, Ba, carries 1.476; number 2, O, carries -0.503; number 3, C, carries -0.452; number 4, C, carries 0.195; number 5, C, carries -0.488; number 6, C, carries -0.603; number 7, C, carries -0.675; number 8, C, carries -0.563; number 9, C, carries -0.222; number 10, P, carries 0.478; number 11, C, carries -0.043; number 12, C, carries -0.365; number 13, C, carries -0.611; number 14, C, carries -0.454; number 15, C, carries -0.660; number 16, C, carries 0.166; number 17, C, carries 0.641; number 18, C, carries -0.507; number 19, C, carries -0.561; number 20, C, carries -0.566; number 21, C, carries -0.661; number 22, C, carries -0.230; number 23, H, carries 0.467; number 24, H, carries 0.390; number 25, H, carries 0.415; number 26, H, carries 0.364; number 27, H, carries 0.340; number 28, H, carries 0.400; number 29, H, carries 0.380; number 30, H, carries 0.402; number 31, H, carries 0.400; number 32, H, carries 0.472; number 33, H, carries 0.453; number 34, H, carries 0.377; number 35, H, carries 0.416; number 36, H, carries 0.376; number 37, C, carries -1.114; number 38, Si, carries 0.898; number 39, C, carries -1.054; number 40, C, carries -1.069; number 41, Se, carries -0.698; number 42, H, carries 0.316; number 43, H, carries 0.256; number 44, H, carries 0.279; number 45, H, carries 0.370; number 46, H, carries 0.312; number 47, H, carries 0.216; number 48, H, carries 0.367; number 49, H, carries 0.166; number 50, H, carries 0.317; number 51, C, carries -1.085; number 52, N, carries -0.008; number 53, N, carries 0.437; number 54, C, carries 0.599; number 55, O, carries -0.821; number 56, C, carries -1.187; number 57, C, carries 0.830; number 58, C, carries -1.407; number 59, C, carries 0.195; number 60, C, carries 0.055; number 61, C, carries -0.644; number 62, C, carries -0.447; number 63, C, carries -0.631; number 64, C, carries -0.756; number 65, H, carries 0.416; number 66, H, carries 0.335; number 67, H, carries 0.373; number 68, H, carries 0.426; number 69, H, carries 0.371; number 70, H, carries 0.331; number 71, H, carries 0.314; number 72, H, carries 0.464; number 73, H, carries 0.369; number 74, H, carries 0.404; number 75, H, carries 0.445; number 76, H, carries 0.620